The following is a quantum chemistry calculation of a 2-piece molecular cluster, C3H6O2 overall, from OMol25.

Values from the calculation:
HOMO = -0.36037 Ha
orbital gap = 10.711 eV
multiplicity = 1
ΔE to the lowest compared entry with this formula, charge and spin = 62.48 kcal/mol

Each atom is followed by the atoms it is bonded to, with distances in Å.
CARTESIAN COORDINATES (ANGSTROEM)
1 O -1.89 -1.19 -0.44  H7 0.965, H11 0.967
2 H 1.40 -1.34 1.24  C4 1.085
3 H -0.94 1.37 -0.86  C6 1.088
4 C 0.98 -0.34 1.25  H2 1.085, H8 1.083, C10 1.319
5 O 0.67 -0.02 -1.20  C6 1.468, C10 1.355
6 C 0.14 1.27 -0.75  H3 1.088, O5 1.468, H9 1.088, C10 1.434
7 H -1.53 -0.98 0.43  O1 0.965
8 H 0.83 0.16 2.20  C4 1.083
9 H 0.75 2.13 -1.02  C6 1.088
10 C 0.67 0.26 0.12  C4 1.319, O5 1.355, C6 1.434
11 H -1.09 -1.30 -0.98  O1 0.967

List of Löwdin charges in e, atom by atom: number 1, O, carries -0.060; number 2, H, carries 0.072; number 3, H, carries 0.115; number 4, C, carries 0.063; number 5, O, carries 0.007; number 6, C, carries -0.028; number 7, H, carries 0.021; number 8, H, carries 0.064; number 9, H, carries 0.115; number 10, C, carries -0.393; number 11, H, carries 0.025